1.
{
  "formula": "C3H7NO2",
  "method": "ωB97M-V/def2-TZVPD",
  "symbols": ["O", "C", "H", "H", "O", "C", "C", "N", "H", "H", "H", "H", "H"],
  "xyz": [[-1.413934, 1.888991, 1.211167], [-0.432623, 2.696948, 1.023808], [-0.596099, 3.788978, 0.902017], [0.607595, 2.336420, 0.934531], [2.124306, 0.084435, -0.120193], [1.406083, -0.771260, -0.552273], [0.042082, -1.072404, -0.017461], [-0.720982, -1.880210, -0.973688], [1.792596, -1.424290, -1.357692], [0.194845, -1.723938, 0.850548], [-0.471773, -0.176664, 0.362515], [-1.441695, -2.422569, -0.536571], [-1.090402, -1.324436, -1.726708]],
  "atomic_forces_ev_per_a": [[-0.6, -0.7, 0.0], [0.6, 0.5, -0.2], [0.1, -0.2, 0.0], [-0.1, 0.1, 0.0], [0.3, 0.3, 0.2], [0.3, 0.1, 0.2], [-0.7, -0.5, 0.1], [0.7, -0.1, -0.3], [-0.3, -0.2, -0.2], [0.2, 0.1, 0.1], [0.2, 0.2, -0.1], [-0.3, 0.1, 0.1], [-0.3, 0.1, 0.1]],
  "mulliken_charge": [-0.78, -0.57, 0.22, 0.17, -0.44, -0.13, -0.03, -0.62, 0.35, 0.22, 0.19, 0.21, 0.21],
  "spin_multiplicity": 2,
  "max_force_ev_per_a": 0.9,
  "gap_ev": [3.17, 6.39],
  "e_above_lowest_kcal_mol": 44.2,
  "total_energy_ev": -8807.30331,
  "molar_mass_da": 89.09,
  "total_charge": -1
}

2.
{
  "formula": "C3H7NO2",
  "method": "ωB97M-V/def2-TZVPD",
  "symbols": ["C", "C", "O", "C", "O", "N", "H", "H", "H", "H", "H", "H", "H"],
  "xyz": [[-0.003847, -2.052850, 0.353337], [0.288078, -1.074626, 1.218789], [1.513726, -0.576882, 1.477568], [-0.534707, 1.359192, -0.379593], [-0.521692, 0.515914, -1.423246], [-0.569266, 2.598204, -0.871246], [-1.022766, -2.414578, 0.263337], [0.766825, -2.561286, -0.224126], [-0.460563, -0.375742, -1.034633], [-0.467001, -0.558957, 1.801880], [2.159495, -1.030874, 0.918385], [-0.567356, 3.374641, -0.232177], [-0.580925, 2.797844, -1.868275]],
  "atomic_forces_ev_per_a": [[0.0, 0.0, 0.1], [-0.3, -0.2, -0.1], [0.2, -0.1, -0.2], [0.0, 0.5, -0.5], [0.0, -0.1, 0.3], [0.0, -0.1, 0.2], [0.1, 0.1, 0.0], [-0.1, 0.1, 0.1], [0.0, 0.1, -0.1], [0.1, -0.1, -0.1], [0.0, 0.1, 0.1], [0.0, -0.1, -0.1], [0.0, -0.1, 0.1]],
  "mulliken_charge": [-1.01, 0.19, -0.44, -0.33, -0.40, -0.16, 0.33, 0.28, 0.42, 0.36, 0.29, 0.25, 0.21],
  "spin_multiplicity": 1,
  "max_force_ev_per_a": 0.7,
  "gap_ev": 9.56,
  "e_above_lowest_kcal_mol": 69.8,
  "total_energy_ev": -8807.50050,
  "molar_mass_da": 89.09,
  "total_charge": 0
}

3.
{
  "formula": "C3H7NO2",
  "method": "ωB97M-V/def2-TZVPD",
  "symbols": ["C", "N", "O", "C", "O", "C", "H", "H", "H", "H", "H", "H", "H"],
  "xyz": [[-2.759252, -0.396186, -0.162307], [-1.652245, 0.183495, -0.462642], [-0.722384, 0.360469, 0.561648], [0.417146, 1.021862, -0.066463], [1.231616, 0.112377, -0.816976], [2.065449, -0.630137, 0.117301], [-2.961212, -0.748835, 0.958816], [-3.443545, -0.648082, -0.978480], [1.099877, 1.464113, 0.743329], [-0.088382, 1.702706, -0.754898], [2.923774, 0.079381, 0.621552], [1.337106, -1.091125, 0.861690], [2.552056, -1.410032, -0.622574]],
  "atomic_forces_ev_per_a": [[1.4, -0.3, 2.6], [-1.2, -0.6, -0.4], [0.2, 0.1, -0.1], [0.5, -0.7, 0.0], [-0.3, 0.9, 1.7], [0.9, -0.2, -1.2], [0.3, 0.7, -2.5], [0.2, 0.4, 0.4], [-1.5, -0.3, -0.9], [0.9, 0.2, 0.0], [-2.2, -1.8, -1.1], [1.5, 0.3, -0.6], [-0.7, 1.3, 2.1]],
  "mulliken_charge": [-0.28, -0.40, -0.17, -0.06, -0.34, -0.58, 0.24, 0.28, 0.26, 0.31, 0.24, 0.30, 0.21],
  "spin_multiplicity": 1,
  "smiles": "C=NOCOC",
  "max_force_ev_per_a": 3.0,
  "gap_ev": 11.17,
  "e_above_lowest_kcal_mol": 104.5,
  "total_energy_ev": -8805.99719,
  "molar_mass_da": 89.09,
  "total_charge": 0
}

4.
{
  "formula": "C3H7NO2",
  "method": "ωB97M-V/def2-TZVPD",
  "symbols": ["N", "C", "O", "C", "C", "O", "H", "H", "H", "H", "H", "H", "H"],
  "xyz": [[0.489311, 1.726882, -0.476083], [1.096138, 0.524463, -0.690371], [1.900139, 0.347601, -1.588668], [0.675521, -0.584880, 0.260220], [-0.809278, -0.949068, 0.151349], [-1.477170, -0.381783, 1.267779], [-0.190658, 1.859610, 0.256711], [0.698117, 2.481685, -1.112062], [0.864828, -0.289347, 1.299745], [1.306640, -1.443849, 0.030537], [-1.234593, -0.560127, -0.786136], [-0.927550, -2.041072, 0.135161], [-2.391444, -0.690115, 1.251819]],
  "atomic_forces_ev_per_a": [[0.0, 0.0, 0.0], [0.0, 0.0, 0.0], [-0.2, 0.1, 0.3], [0.1, -0.1, 0.0], [0.2, -0.1, -0.3], [-0.3, 0.0, 0.1], [0.1, -0.1, -0.1], [-0.1, -0.1, 0.1], [0.0, 0.0, -0.2], [-0.1, 0.1, 0.0], [0.1, -0.1, 0.1], [0.0, 0.2, 0.1], [0.1, 0.1, 0.1]],
  "mulliken_charge": [-0.37, 0.48, -0.62, -0.58, -0.38, -0.53, 0.21, 0.22, 0.34, 0.29, 0.32, 0.34, 0.29],
  "spin_multiplicity": 1,
  "smiles": "NC(=O)CCO",
  "max_force_ev_per_a": 0.4,
  "gap_ev": 10.48,
  "e_above_lowest_kcal_mol": 14.6,
  "total_energy_ev": -8809.89402,
  "molar_mass_da": 89.09,
  "total_charge": 0
}